{
  "formula": "C34H70N2O23S4",
  "method": "ωB97M-V/def2-TZVPD",
  "symbols": ["S", "S", "S", "S", "O", "O", "O", "O", "O", "O", "O", "O", "O", "O", "O", "O", "O", "O", "O", "O", "O", "O", "O", "O", "O", "O", "O", "N", "N", "C", "C", "C", "C", "C", "C", "C", "C", "C", "C", "C", "C", "C", "C", "C", "C", "C", "C", "C", "C", "C", "C", "C", "C", "C", "C", "C", "C", "C", "C", "C", "C", "C", "C", "H", "H", "H", "H", "H", "H", "H", "H", "H", "H", "H", "H", "H", "H", "H", "H", "H", "H", "H", "H", "H", "H", "H", "H", "H", "H", "H", "H", "H", "H", "H", "H", "H", "H", "H", "H", "H", "H", "H", "H", "H", "H", "H", "H", "H", "H", "H", "H", "H", "H", "H", "H", "H", "H", "H", "H", "H", "H", "H", "H", "H", "H", "H", "H", "H", "H", "H", "H", "H", "H"],
  "positions_angstrom": [[5.3965, 2.9723, -7.8001], [-2.4421, 6.9749, -5.1076], [0.5041, -11.3374, 1.1644], [0.6775, -1.4095, -0.5743], [-0.2183, -1.0502, 0.8162], [-1.9327, -4.1752, 7.9027], [-0.2711, -0.2278, -1.3360], [-1.4909, 7.8242, -6.1336], [0.2553, -2.7338, -1.0374], [4.1486, 1.9240, -8.2493], [-3.8242, 7.4212, -5.8542], [3.8466, 6.2674, 4.8496], [2.1068, -0.9859, -0.5352], [0.3169, -10.7188, 2.4669], [-5.2216, 4.1847, 2.5864], [0.4436, -12.7885, 1.1133], [5.3912, -0.3998, 7.6001], [-0.4053, -10.7473, -0.0199], [6.6625, 2.7289, -8.5119], [-7.1345, -5.3120, 1.5684], [4.6318, 4.1420, -0.6573], [-2.2015, 5.5330, -5.2976], [-2.4988, 7.5969, -3.7845], [-0.1622, -6.5597, -8.4163], [5.5064, 2.1268, -6.3281], [1.8553, -10.7274, 0.5306], [4.9098, 4.3328, -7.4278], [-7.4536, 4.2103, 2.6625], [3.2865, 7.5568, 3.0570], [-6.9736, -4.9189, -0.6212], [-3.5387, 7.8731, -7.1989], [-1.5501, -2.2606, 9.3245], [-7.6175, 2.7587, 2.9669], [-1.9942, -5.5272, -7.4794], [-6.3067, 6.3142, 2.3483], [4.5010, 5.0806, -1.7706], [-2.2358, 8.6661, -7.0206], [1.9234, 7.1726, 3.0235], [5.9383, 3.5879, -0.6318], [-0.4627, -5.8430, -7.3310], [4.0670, -0.5691, 5.6065], [-0.5992, 0.8501, -0.5147], [-1.3355, -7.1923, -9.0183], [-2.2147, -1.7811, 8.0646], [-5.5633, -4.8083, -0.1369], [5.8638, 5.8456, -1.8031], [-0.0346, -9.5038, -0.4588], [-1.0869, -3.7262, 8.9587], [-5.7665, -5.4658, 1.2384], [4.4846, 0.5701, -7.7937], [-7.7221, -4.4525, 0.6164], [5.5435, 7.7058, 3.9088], [-2.4763, -6.8498, -8.0644], [4.8607, 0.4243, 6.5911], [6.8093, 4.7081, -1.3663], [-0.5808, 0.3075, 0.9081], [4.4442, -2.0122, 6.2171], [-2.2755, -3.0298, 7.1010], [4.1344, 7.1589, 3.9755], [-6.2687, 4.8264, 2.5972], [4.8651, -1.7204, 7.6672], [4.9352, 0.7858, -6.3578], [1.5171, -9.5980, -0.1904], [5.6859, 0.9095, 6.0699], [-5.1665, -3.7987, -0.0305], [-2.3607, 9.6577, -6.5856], [-1.4208, -2.9763, 6.4266], [-2.5406, -5.2774, -6.5699], [4.1938, 1.1596, 7.0414], [-4.9991, -5.1173, 1.9296], [3.6885, 7.9046, 2.1982], [0.2029, 1.5419, -0.7717], [3.5634, -2.6248, 6.0243], [-4.3957, 8.5340, -7.3289], [6.2255, 3.3812, 0.3991], [1.3826, 8.1012, 2.8411], [5.6436, 8.6079, 3.3052], [5.1817, -2.4993, 5.5792], [5.8861, 8.0337, 4.8903], [-7.5494, 2.7412, 4.0546], [-1.5767, 8.7195, -7.8871], [-1.5256, 0.3810, 1.4466], [5.5520, -2.5141, 7.9610], [1.5778, 6.8397, 4.0022], [-3.4126, -6.8032, -8.6206], [-3.1746, -1.3519, 8.3517], [6.2282, 6.8991, 3.6471], [-1.6336, 1.0204, -0.8133], [-8.7603, -4.7690, 0.5164], [-7.3056, 6.7346, 2.4653], [0.1831, -4.9669, -7.3898], [-0.7799, -1.6029, 9.7272], [-7.6103, -3.4610, 1.0554], [-5.4411, -6.5047, 1.1847], [-1.6761, -0.9556, 7.5994], [-3.2070, -3.1347, 6.5448], [6.1899, 6.1774, -2.7888], [-0.0811, -3.7227, 8.5385], [5.8192, 2.7619, -1.3329], [-4.8145, -5.2854, -0.7692], [3.7079, 5.8283, -1.7802], [3.0345, -0.2746, 5.7947], [-7.0892, -4.2208, -1.4503], [-7.0597, -5.9281, -1.0240], [-2.0983, -4.6258, -8.0833], [4.1129, 0.8269, -5.6435], [-1.1791, -8.2701, -9.0633], [-6.7550, 2.2292, 2.5624], [5.9586, 6.6409, -1.0637], [-0.4196, -8.6728, 0.1322], [5.2615, 0.1973, -8.4612], [3.6907, -0.1745, -7.8518], [-2.5578, -7.4607, -7.1653], [1.8030, -8.7217, 0.3913], [-1.2028, -4.3885, 9.8166], [-3.5688, 6.9976, -7.8476], [-8.5459, 2.3457, 2.5723], [-0.1630, -9.4284, -1.5386], [-1.5007, -6.9386, -10.0654], [5.7494, 0.1524, -6.0057], [-0.1754, -6.4589, -6.4788], [4.1363, 4.5536, -2.6523], [-2.3437, -2.2820, 10.0714], [-5.6833, 6.9318, 2.9947], [2.1778, -9.4914, -1.0507], [7.6731, 5.0617, -0.8033], [-8.3253, 4.6881, 2.4840], [-6.0436, 6.6315, 1.3392], [0.2186, 0.9067, 1.3440], [1.7088, 6.4256, 2.2592], [7.2785, 4.2342, -2.2284], [4.0713, -1.6173, 8.4070], [4.3894, -0.4366, 4.5737]],
  "lowdin_charge": [0.802, 0.714, 0.687, 0.809, -0.212, -0.166, -0.237, -0.220, -0.250, -0.228, -0.227, -0.024, -0.265, -0.235, 0.024, -0.230, -0.170, -0.190, -0.259, -0.135, -0.178, -0.257, -0.253, -0.140, -0.253, -0.173, -0.261, -0.005, -0.013, -0.184, -0.143, -0.167, -0.044, -0.154, -0.010, -0.176, -0.148, -0.075, -0.167, -0.268, -0.114, -0.195, -0.159, -0.178, -0.196, -0.148, -0.169, -0.182, -0.221, -0.160, -0.191, -0.011, -0.173, -0.194, -0.167, -0.188, -0.146, -0.163, -0.526, -0.566, -0.193, -0.156, -0.209, 0.108, 0.109, 0.133, 0.108, 0.103, 0.107, 0.110, 0.144, 0.136, 0.093, 0.132, 0.117, 0.084, 0.071, 0.098, 0.082, 0.084, 0.135, 0.138, 0.114, 0.091, 0.112, 0.099, 0.085, 0.139, 0.120, 0.066, 0.118, 0.106, 0.129, 0.111, 0.101, 0.115, 0.106, 0.111, 0.110, 0.111, 0.104, 0.090, 0.110, 0.127, 0.107, 0.128, 0.109, 0.076, 0.102, 0.132, 0.122, 0.133, 0.114, 0.122, 0.115, 0.134, 0.080, 0.136, 0.114, 0.130, 0.116, 0.110, 0.101, 0.083, 0.129, 0.095, 0.128, 0.084, 0.126, 0.090, 0.094, 0.115, 0.093],
  "lumo_ev": 0.05,
  "orbital_gap_ha": 0.34243
}

***

{
  "formula": "CH2O2S",
  "method": "ωB97M-V/def2-TZVPD",
  "symbols": ["S", "O", "O", "C", "H", "H"],
  "positions_angstrom": [[1.4366, 0.4281, -0.7342], [0.2117, 0.5982, 1.7279], [-0.5665, -0.1008, 1.0255], [-0.2024, -0.2014, -0.3744], [-0.1905, -1.2567, -0.6903], [-0.6889, 0.5326, -0.9544]],
  "nbo_charge": [0.141, -0.148, -0.132, -0.337, 0.241, 0.235],
  "de_lowest_kcal_mol": 142.6,
  "lumo_ev": [-2.28, -0.49],
  "orbital_gap_ha": [0.26936, 0.34715]
}

***

{
  "formula": "C3H6N2O3",
  "method": "ωB97M-V/def2-TZVPD",
  "symbols": ["O", "O", "O", "N", "N", "C", "C", "C", "H", "H", "H", "H", "H", "H"],
  "positions_angstrom": [[-0.5046, 0.5387, -2.0217], [0.0227, 0.2532, 2.1667], [1.6895, 1.5695, -0.8647], [-0.1523, -1.7812, -0.7665], [-0.1736, -1.1119, 1.4723], [-0.3503, -0.8250, 0.1446], [-0.5773, 0.4858, -0.5270], [0.6356, 1.4975, 0.0461], [0.4230, -0.1741, 3.1851], [0.0915, -2.7634, -0.2126], [0.1262, 1.6000, -1.8744], [-1.4359, 0.8190, -0.0635], [0.8185, 1.6355, 1.1318], [-0.6131, -1.7436, -1.8162]],
  "nbo_charge": [-0.721, -0.670, -0.544, -0.793, -0.259, 0.357, -0.050, 0.346, 0.498, 0.420, 0.517, 0.206, 0.236, 0.457],
  "de_lowest_kcal_mol": 202.0,
  "lumo_ev": -0.62,
  "orbital_gap_ha": 0.29979
}

***

{
  "formula": "C29H28O2PSn",
  "method": "ωB97M-V/def2-TZVPD",
  "symbols": ["Sn", "P", "O", "O", "C", "C", "C", "C", "C", "C", "C", "C", "C", "C", "C", "C", "C", "C", "C", "C", "C", "C", "C", "C", "C", "C", "C", "C", "C", "C", "C", "C", "C", "H", "H", "H", "H", "H", "H", "H", "H", "H", "H", "H", "H", "H", "H", "H", "H", "H", "H", "H", "H", "H", "H", "H", "H", "H", "H", "H", "H"],
  "positions_angstrom": [[-3.1666, -0.0253, -1.1162], [2.1803, 0.4229, -0.6643], [-1.2052, 0.3531, -2.1327], [0.4850, 0.6775, -0.7319], [1.0711, 0.1348, -2.9465], [2.8013, -2.2135, -0.4387], [-5.0435, -0.5043, 1.2535], [2.3321, 0.1614, -2.3942], [3.2591, -3.2758, 0.3284], [3.3284, -0.1618, -4.5227], [-5.3435, 0.7568, 0.7273], [-3.7278, -0.8522, 1.6380], [-3.3260, -2.2593, 2.0494], [2.6889, 4.2478, 0.2635], [-2.9856, 1.3640, 0.8874], [4.5526, 3.0671, 1.2244], [-4.3310, 1.7548, 0.5984], [3.1094, -1.9760, 2.3513], [3.4369, -3.1420, 1.7086], [3.8743, 4.2281, 0.9886], [3.4761, -0.0193, -3.1472], [2.1744, 3.0949, -0.2770], [0.0139, 0.4255, -1.9631], [2.0355, -0.1806, -5.0807], [-2.7118, 0.0783, 1.3881], [0.9111, -0.0815, -4.3069], [-2.6359, -2.8343, 0.7958], [2.4706, -1.0150, 0.2529], [2.8493, 1.8708, 0.0023], [4.0461, 1.8602, 0.7124], [2.5954, -0.9096, 1.6367], [-4.6366, 3.1855, 0.3610], [-4.3537, -3.2867, 2.4814], [-6.3685, 1.0758, 0.4743], [4.2040, -0.2397, -5.1486], [-2.5738, -2.1821, 2.8301], [4.4647, -0.0346, -2.6932], [-1.7971, -2.1952, 0.4155], [-1.6800, -0.2073, 1.6007], [-2.2475, 2.1399, 0.8031], [3.2242, -1.8403, 3.4012], [-5.3091, 3.5562, 1.1400], [-5.0153, -3.0416, 3.2882], [-0.0770, -0.0553, -4.8006], [-3.7408, 3.7609, 0.3732], [-5.1245, 3.3078, -0.6042], [2.3334, 0.0355, 2.1314], [1.2666, 3.1220, -0.8099], [2.6904, -2.3292, -1.5090], [-3.7809, -4.1694, 2.8006], [-2.2028, -3.8092, 1.0152], [3.8338, -3.9356, 2.2711], [-5.8638, -1.2201, 1.3335], [5.4108, 3.0902, 1.8571], [2.2160, 5.2020, 0.1443], [-4.9775, -3.6208, 1.6758], [3.4925, -4.2358, -0.1251], [4.6499, 0.9929, 0.9405], [4.2244, 5.1759, 1.4368], [1.8675, -0.2831, -6.1487], [-3.3439, -3.0061, -0.0204]],
  "nbo_charge": [1.500, 1.917, -0.730, -0.707, -0.192, -0.091, -0.118, -0.416, -0.209, -0.122, -0.215, 0.057, -0.278, -0.189, -0.382, -0.190, 0.022, -0.198, -0.107, -0.117, -0.103, -0.167, 0.869, -0.157, -0.302, -0.123, -0.592, -0.563, -0.472, -0.151, -0.136, -0.664, -0.622, 0.281, 0.265, 0.243, 0.249, 0.174, 0.266, 0.274, 0.250, 0.283, 0.247, 0.258, 0.236, 0.257, 0.237, 0.215, 0.226, 0.251, 0.261, 0.250, 0.267, 0.254, 0.248, 0.220, 0.255, 0.246, 0.257, 0.264, 0.216],
  "de_lowest_kcal_mol": 0.0,
  "lumo_ev": -10.08,
  "total_charge": 3,
  "orbital_gap_ha": 0.27010
}